# C2H3BrN2S

2 unconnected molecules or ions with the total composition C2H3BrN2S (ωB97M-V/def2-TZVPD, OMol25).

Geometry as XYZ:
```
9
Properties=species:S:1:pos:R:3:nbo_charge:R:1
S 0.8751 -1.3893 3.5323 0.09
N 1.2151 -0.0296 2.9400 -0.46
C 1.3588 0.7538 2.0529 0.14
Br 2.2979 2.1259 1.3585 0.23
C -0.1376 -0.2740 0.1714 -0.05
N -0.6837 0.7785 -0.2522 -0.59
H 0.6756 -0.9048 -0.1443 0.15
H -0.3740 -0.7387 1.0589 0.16
H -0.2525 1.2280 -1.1863 0.34
```

As for the energy above the lowest of the compared OMol25 structures with the same formula, charge and spin: 84.0 kcal per mole. The HOMO energy (alpha / beta) comes out at -8.67 / -8.67 eV. The frontier orbital gap (alpha / beta) comes out at 7.87 / 7.87 eV. The calculation puts the calculated total energy at -85976.346 eV. The SMILES is [S-][N+]#CBr.C=N.